The following is a DFT calculation (the ωB97M-V functional and the def2-TZVPD basis) of 2 unconnected molecules or ions with the total composition C4H8Si.

```
13
C4H8Si | OMol25 | the ωB97M-V functional and the def2-TZVPD basis
C -0.71 1.27 2.17
C -0.89 -0.18 1.61
C 1.38 -1.14 -2.11
C 0.55 -0.24 -2.44
Si -2.48 0.76 1.80
H -0.50 1.58 3.27
H -0.31 2.08 1.55
H -0.28 -0.23 0.64
H -0.58 -1.02 2.29
H 2.18 -1.63 -2.63
H 1.49 -1.47 -1.04
H -0.09 0.02 -1.71
H 0.24 0.18 -3.39
```

Summary:
E_LUMO in eV: -0.5
2S+1: 1
HOMO energy in Ha: -0.317
ΔE to the lowest compared entry with this formula, charge and spin in eV: 3.191
M in u: 84.194
Net charge: 0

Löwdin charges, unit e, in atom order: C -0.469; C -0.457; C -0.089; C -0.084; Si 0.735; H 0.068; H 0.026; H 0.048; H 0.055; H 0.046; H 0.066; H -0.010; H 0.063

---

The following is a DFT calculation (the ωB97M-V functional and the def2-TZVPD basis) of a gas-phase ion, C4H9BNO2 (charge +1).

```
17
C4H9BNO2 | OMol25 | the ωB97M-V functional and the def2-TZVPD basis
B -2.14 -0.04 -0.16
C 0.96 1.53 -0.62
C -0.55 -0.19 -0.18
C 0.37 -1.00 0.59
C 1.68 -0.20 0.75
N 2.00 0.57 -0.47
O -2.79 -0.36 -1.31
O -2.61 0.51 0.97
H 1.07 1.81 -1.76
H -0.13 -1.17 1.57
H 0.37 -2.05 0.11
H 1.52 0.65 1.47
H 2.52 -0.88 1.03
H 1.96 -0.20 -1.24
H 3.03 0.84 -0.65
H -3.73 -0.13 -1.22
H -3.52 0.30 1.12
```

Summary:
E_LUMO (spin up / spin down) in eV: -4.7 / -5.7
2S+1: 1
HOMO energy (spin up / spin down) in Ha: -0.489 / -0.469
ΔE to the lowest compared entry with this formula, charge and spin in eV: 6.907
M in u: 113.933
Net charge: +1

Löwdin charges, unit e, in atom order: B -0.686; C 0.128; C 0.241; C -0.188; C -0.166; N -0.147; O 0.198; O 0.221; H 0.092; H 0.148; H 0.187; H 0.146; H 0.147; H 0.201; H 0.229; H 0.131; H 0.119

---

The following is a DFT calculation (the ωB97M-V functional and the def2-TZVPD basis) of a molecular structure, C4H9Br2ClSSi.

```
18
C4H9Br2ClSSi | OMol25 | the ωB97M-V functional and the def2-TZVPD basis
C 2.35 0.37 0.03
C 1.57 -0.94 0.02
Br 1.78 -1.77 -1.73
C 0.12 -0.79 0.43
Br -0.70 -2.54 0.74
Si -1.17 0.17 -0.58
C -2.69 0.36 0.47
S -0.48 2.08 -1.26
Cl -1.66 -0.77 -2.32
H 3.42 0.15 0.05
H 2.10 0.95 0.93
H 2.14 0.97 -0.84
H 2.04 -1.65 0.70
H 0.13 -0.34 1.43
H -3.58 0.06 -0.08
H -2.80 1.41 0.75
H -2.63 -0.25 1.38
H 0.03 2.54 -0.11
```

Summary:
E_LUMO in eV: 0.4
2S+1: 1
HOMO energy in Ha: -0.358
M in u: 312.530
Net charge: 0

Löwdin charges, unit e, in atom order: C -0.171; C -0.862; Br 0.685; C -0.857; Br 0.676; Si -0.249; C -0.240; S 0.475; Cl 0.318; H 0.078; H 0.081; H 0.037; H 0.073; H 0.066; H 0.033; H 0.027; H 0.019; H -0.188

---

The following is a DFT calculation (the ωB97M-V functional and the def2-TZVPD basis) of 2 unconnected molecules or ions with the total composition C4H9Br2ClSi.

```
17
C4H9Br2ClSi | OMol25 | the ωB97M-V functional and the def2-TZVPD basis
C 2.77 0.25 -0.49
Si 1.37 -0.77 0.38
C 1.97 -1.57 1.96
Cl 0.52 -2.08 -0.89
Br -0.14 0.64 0.97
H 2.13 0.96 -1.06
H 3.32 0.68 0.42
H 3.44 -0.44 -1.07
H 1.12 -1.69 2.59
H 2.26 -2.61 1.86
H 2.70 -1.07 2.46
C -3.73 1.88 -0.76
C -3.61 0.72 -1.37
Br -2.34 0.36 -2.75
H -4.43 2.19 -0.01
H -3.16 2.69 -1.10
H -4.18 -0.15 -1.15
```

Summary:
E_LUMO in eV: 0.7
Structure (SMILES): C[Si](C)(Cl)Br.C=CBr
2S+1: 1
HOMO energy in Ha: -0.352
ΔE to the lowest compared entry with this formula, charge and spin in eV: 0.000
M in u: 280.463
Net charge: 0

Löwdin charges, unit e, in atom order: C -0.251; Si -0.400; C -0.238; Cl 0.321; Br 0.425; H 0.017; H 0.050; H 0.038; H 0.012; H 0.038; H -0.010; C -0.094; C -0.636; Br 0.612; H 0.054; H 0.035; H 0.026

---

The following is a DFT calculation (the ωB97M-V functional and the def2-TZVPD basis) of a single C4H9Br2P molecule.

```
16
C4H9Br2P | OMol25 | the ωB97M-V functional and the def2-TZVPD basis
C -1.48 0.20 0.09
C -0.03 0.09 -0.08
C 0.48 1.28 -0.79
C 0.27 -1.32 -0.55
P 0.64 0.56 1.90
Br 0.19 -1.46 3.01
Br 2.75 0.50 1.47
H -1.84 -0.76 0.52
H -1.79 1.03 0.71
H -1.92 0.25 -0.94
H -0.11 1.30 -1.70
H 1.50 1.11 -1.26
H 0.46 2.26 -0.38
H 0.39 -2.05 0.30
H -0.66 -1.53 -1.01
H 1.15 -1.45 -1.28
```

Summary:
E_LUMO in eV: 0.1
Structure (SMILES): CC(C)(C)P(Br)Br
2S+1: 1
HOMO energy in Ha: -0.326
ΔE to the lowest compared entry with this formula, charge and spin in eV: 1.353
M in u: 247.898
Net charge: 0

Löwdin charges, unit e, in atom order: C -0.176; C -0.793; C -0.185; C -0.108; P 0.206; Br 0.118; Br 0.243; H 0.085; H 0.070; H 0.103; H 0.079; H 0.083; H 0.068; H 0.039; H 0.053; H 0.113

---

The following is a DFT calculation (the ωB97M-V functional and the def2-TZVPD basis) of 2 unconnected molecules or ions with the total composition C4H9BrFN2.

```
17
C4H9BrFN2 | OMol25 | the ωB97M-V functional and the def2-TZVPD basis
C 2.72 2.55 -0.70
C 2.13 0.72 0.72
C -1.95 -0.26 -0.28
C -2.17 -2.66 -0.08
N 2.81 1.81 0.38
N -2.59 -1.31 0.17
F 1.16 0.29 -0.12
Br -2.54 1.46 0.04
H 2.01 2.31 -1.47
H 3.37 3.39 -0.81
H 2.20 0.22 1.66
H -1.03 -0.38 -0.83
H -1.10 -2.68 -0.31
H -2.36 -3.27 0.80
H -2.72 -3.09 -0.92
H 3.51 2.08 1.07
H -3.46 -1.18 0.67
```

Summary:
E_LUMO in eV: -5.2
2S+1: 1
HOMO energy in Ha: -0.347
ΔE to the lowest compared entry with this formula, charge and spin in eV: 1.030
M in u: 184.032
Net charge: +1

Löwdin charges, unit e, in atom order: C -0.029; C -0.219; C -0.498; C -0.016; N -0.075; N -0.035; F -0.027; Br 0.931; H 0.050; H 0.052; H 0.103; H 0.088; H 0.109; H 0.112; H 0.116; H 0.174; H 0.163

---

The following is a DFT calculation (the ωB97M-V functional and the def2-TZVPD basis) of a single C4H9Cl molecule.

```
14
C4H9Cl | OMol25 | the ωB97M-V functional and the def2-TZVPD basis
C -0.38 -1.48 0.25
C 0.48 0.19 0.04
C -0.15 0.95 1.14
C 0.09 0.51 -1.43
Cl 2.23 -0.21 0.28
H -0.27 -1.79 1.28
H -1.38 -1.25 -0.14
H 0.17 -1.98 -0.57
H -0.13 2.03 1.11
H -1.21 0.62 1.33
H 0.43 0.77 2.01
H -0.48 1.38 -1.55
H -0.35 -0.46 -1.72
H 0.94 0.72 -2.03
```

Summary:
E_LUMO in eV: 0.9
Structure (SMILES): CC(C)(C)Cl
2S+1: 1
HOMO energy in Ha: -0.349
ΔE to the lowest compared entry with this formula, charge and spin in eV: 1.834
M in u: 92.569
Net charge: 0

Löwdin charges, unit e, in atom order: C -0.049; C -0.813; C -0.162; C -0.094; Cl 0.576; H 0.046; H 0.052; H 0.049; H 0.074; H 0.101; H 0.049; H 0.055; H 0.065; H 0.052

---

The following is a DFT calculation (the ωB97M-V functional and the def2-TZVPD basis) of a single C4H9Cl molecule.

```
14
C4H9Cl | OMol25 | the ωB97M-V functional and the def2-TZVPD basis
C -0.19 1.73 -1.01
C -0.40 0.69 0.09
C 0.53 -0.52 -0.14
C 0.15 -1.72 1.07
Cl 1.18 -3.10 0.94
H -0.98 2.45 -0.74
H 0.75 2.26 -0.99
H -0.42 1.18 -1.95
H -1.47 0.48 0.02
H -0.24 1.01 1.13
H 0.18 -0.97 -1.05
H 1.49 -0.15 -0.21
H -0.82 -1.91 0.69
H 0.24 -1.43 2.15
```

Summary:
E_LUMO (spin up / spin down) in eV: 1.0 / -4.1
2S+1: 3
HOMO energy (spin up / spin down) in Ha: -0.119 / -0.413
ΔE to the lowest compared entry with this formula, charge and spin in eV: 0.000
M in u: 92.569
Net charge: 0

Löwdin charges, unit e, in atom order: C -0.108; C -0.312; C -0.149; C -0.595; Cl 0.473; H 0.076; H 0.065; H 0.091; H 0.101; H 0.107; H 0.089; H 0.072; H 0.031; H 0.058

---

Copy entry 8 word for word.
The following is a DFT calculation (the ωB97M-V functional and the def2-TZVPD basis) of a single C4H9Cl molecule.

```
14
C4H9Cl | OMol25 | the ωB97M-V functional and the def2-TZVPD basis
C -0.19 1.73 -1.01
C -0.40 0.69 0.09
C 0.53 -0.52 -0.14
C 0.15 -1.72 1.07
Cl 1.18 -3.10 0.94
H -0.98 2.45 -0.74
H 0.75 2.26 -0.99
H -0.42 1.18 -1.95
H -1.47 0.48 0.02
H -0.24 1.01 1.13
H 0.18 -0.97 -1.05
H 1.49 -0.15 -0.21
H -0.82 -1.91 0.69
H 0.24 -1.43 2.15
```

Summary:
E_LUMO (spin up / spin down) in eV: 1.0 / -4.1
2S+1: 3
HOMO energy (spin up / spin down) in Ha: -0.119 / -0.413
ΔE to the lowest compared entry with this formula, charge and spin in eV: 0.000
M in u: 92.569
Net charge: 0

Löwdin charges, unit e, in atom order: C -0.108; C -0.312; C -0.149; C -0.595; Cl 0.473; H 0.076; H 0.065; H 0.091; H 0.101; H 0.107; H 0.089; H 0.072; H 0.031; H 0.058

---

Copy entry 8 word for word.
The following is a DFT calculation (the ωB97M-V functional and the def2-TZVPD basis) of a single C4H9Cl molecule.

```
14
C4H9Cl | OMol25 | the ωB97M-V functional and the def2-TZVPD basis
C -0.19 1.73 -1.01
C -0.40 0.69 0.09
C 0.53 -0.52 -0.14
C 0.15 -1.72 1.07
Cl 1.18 -3.10 0.94
H -0.98 2.45 -0.74
H 0.75 2.26 -0.99
H -0.42 1.18 -1.95
H -1.47 0.48 0.02
H -0.24 1.01 1.13
H 0.18 -0.97 -1.05
H 1.49 -0.15 -0.21
H -0.82 -1.91 0.69
H 0.24 -1.43 2.15
```

Summary:
E_LUMO (spin up / spin down) in eV: 1.0 / -4.1
2S+1: 3
HOMO energy (spin up / spin down) in Ha: -0.119 / -0.413
ΔE to the lowest compared entry with this formula, charge and spin in eV: 0.000
M in u: 92.569
Net charge: 0

Löwdin charges, unit e, in atom order: C -0.108; C -0.312; C -0.149; C -0.595; Cl 0.473; H 0.076; H 0.065; H 0.091; H 0.101; H 0.107; H 0.089; H 0.072; H 0.031; H 0.058

---

What is the 2S+1 in the fourth record?
1